Computed, not measured: an isolated molecule of C19H20N6 at a distorted geometry, with the ωB97M-V functional and the def2-TZVPD basis.

Values from the calculation:
E_LUMO = -0.0011 Eh
Spin multiplicity = 1
E_tot = -1064.5861 hartree
HOMO energy = -7.676 eV
ΔE to the lowest compared entry with this formula, charge and spin = 0.000 eV
Structure (SMILES) = CCCCn1c(/C=N/Nc2nc3ccccc3[nH]2)nc2ccccc21
Frontier orbital gap = 7.65 eV

XYZ file:
```
45
Properties=species:S:1:pos:R:3:mulliken_charge:R:1
C -2.710 -1.855 -1.505 -1.44
C -1.487 -0.945 -1.528 -0.53
C -1.484 0.075 -0.388 -0.39
C -1.134 -0.558 0.963 -1.03
N -1.239 0.394 2.034 0.33
C -0.280 1.267 2.494 0.16
C 1.040 1.415 1.967 -0.22
N 1.422 0.858 0.878 0.15
N 2.668 1.043 0.447 -0.45
C 3.077 0.520 -0.742 0.29
N 4.286 0.631 -1.218 -0.87
C 4.253 -0.033 -2.422 0.10
C 5.255 -0.237 -3.361 -0.66
C 4.933 -0.951 -4.498 -0.38
C 3.651 -1.455 -4.711 -0.59
C 2.638 -1.265 -3.789 -0.63
C 2.955 -0.551 -2.649 0.67
N 2.221 -0.180 -1.546 0.13
N -0.696 1.992 3.510 -0.80
C -1.983 1.614 3.736 0.34
C -2.902 2.060 4.684 -0.73
C -4.155 1.489 4.678 -0.44
C -4.505 0.496 3.758 -0.70
C -3.614 0.037 2.811 -0.75
C -2.348 0.605 2.809 0.94
H -2.698 -2.523 -2.363 0.42
H -3.623 -1.266 -1.544 0.34
H -2.730 -2.466 -0.606 0.33
H -1.469 -0.407 -2.479 0.42
H -0.586 -1.562 -1.474 0.34
H -2.468 0.542 -0.318 0.48
H -0.756 0.864 -0.590 0.37
H -1.815 -1.383 1.183 0.52
H -0.109 -0.938 0.940 0.17
H 1.695 2.063 2.552 0.47
H 3.341 1.603 0.969 0.31
H 6.247 0.153 -3.197 0.43
H 5.692 -1.126 -5.247 0.37
H 3.444 -2.007 -5.616 0.38
H 1.644 -1.655 -3.952 0.41
H 1.248 -0.348 -1.354 0.15
H -2.627 2.827 5.390 0.44
H -4.892 1.812 5.399 0.38
H -5.502 0.080 3.791 0.39
H -3.897 -0.727 2.103 0.39
```